Entry 1:
The following is a DFT calculation (ωB97M-V with the def2-TZVPD basis set) of a molecular structure, C27H36N7O4S3Ti at a distorted geometry.

Last column: Löwdin charge in e.
Positions of all 78 atoms, in Å:
Ti: 0.9556 0.4635 1.5128  0.686
C: 1.9385 3.7409 5.8477  -0.441
S: 2.6229 2.1294 5.4046  0.754
C: 1.4555 1.6101 4.1508  -1.157
S: 1.0827 -0.0894 4.0776  0.500
N: 0.9955 2.5514 3.4100  -0.093
N: 0.1185 2.1634 2.3941  -0.155
C: -0.5231 3.2166 1.8804  -0.117
C: -1.5824 3.1837 0.9522  -0.283
C: -2.0303 4.4132 0.3805  -0.062
C: -3.0300 4.4265 -0.5469  -0.121
C: -3.6300 3.2082 -0.9308  -0.128
C: -3.1670 2.0611 -0.3133  -0.199
N: -2.2004 2.0107 0.5947  0.063
H: 2.5909 4.1657 6.6111  0.015
H: 1.9090 4.3913 4.9776  0.018
H: 0.9337 3.6214 6.2497  0.029
H: -0.2007 4.1949 2.2295  0.104
H: -1.5443 5.3321 0.6858  0.098
H: -3.3526 5.3618 -0.9899  0.089
H: -4.4211 3.1631 -1.6667  0.076
H: -3.6147 1.1013 -0.5704  0.095
N: -1.0460 -0.4750 1.6145  -0.028
C: -1.0463 -1.7330 0.8776  -0.262
C: -2.1996 -2.6487 1.2996  -0.133
C: -2.7190 -3.6727 0.2806  -0.163
C: -1.9520 -4.9869 0.2874  -0.153
N: -2.0186 -5.6131 1.6129  0.073
C: -0.9806 -5.8043 2.4178  -0.456
N: 0.2095 -5.3185 2.1365  0.208
N: -1.1766 -6.5690 3.5380  0.151
C: 0.3607 -2.3546 1.0276  -0.457
O: 0.4962 -3.6139 0.9396  0.063
O: 1.2909 -1.5562 1.2108  -0.051
H: -1.2647 -0.6060 2.5970  0.071
H: -1.6460 0.2687 1.2171  0.058
H: -1.1307 -1.4833 -0.1863  0.150
H: -3.0280 -1.9926 1.5720  0.116
H: -1.9077 -3.1675 2.2206  0.116
H: -2.6729 -3.2628 -0.7314  0.120
H: -3.7743 -3.8780 0.4897  0.106
H: -0.9088 -4.7825 0.0675  0.112
H: -2.3400 -5.6950 -0.4465  0.123
H: -2.8448 -6.1531 1.8147  0.147
H: 0.3214 -4.5250 1.4002  -0.174
H: 0.8997 -5.3133 2.8713  0.126
H: -2.1173 -6.5880 3.8992  0.100
H: -0.4873 -6.4585 4.2645  0.105
C: 4.4614 -0.2938 2.2730  -0.060
C: 4.0088 0.7042 1.2153  -0.520
C: 4.7970 2.0056 1.3031  -0.060
O: 2.6516 0.9834 1.3588  -0.324
H: 5.5013 -0.5877 2.1022  0.072
H: 3.8263 -1.1793 2.2462  0.064
H: 4.3760 0.1518 3.2667  0.068
H: 4.1705 0.2601 0.2209  0.136
H: 4.6033 2.4766 2.2696  0.076
H: 4.4817 2.6920 0.5162  0.074
H: 5.8708 1.8222 1.2053  0.070
C: 0.5566 2.7773 -7.4852  -0.050
C: -0.4195 1.9550 -8.2848  -0.747
O: -0.8369 2.2854 -9.3649  -0.013
S: -0.8997 0.3470 -7.6491  0.996
C: -0.5100 0.4357 -5.9215  -0.589
C: 0.5981 -0.2371 -5.4157  -0.114
C: 0.8959 -0.1786 -4.0654  -0.035
C: 0.0984 0.5600 -3.1792  -0.256
C: -1.0171 1.2337 -3.7065  -0.021
C: -1.3224 1.1624 -5.0524  -0.115
C: 0.3849 0.6151 -1.7866  -0.128
C: 0.5176 0.6900 -0.5712  -0.034
H: 0.6179 3.7692 -7.9268  0.083
H: 1.5328 2.2914 -7.5331  0.092
H: 0.2770 2.8411 -6.4360  0.071
H: 1.2298 -0.8026 -6.0899  0.098
H: 1.7570 -0.7018 -3.6708  0.113
H: -1.6409 1.8047 -3.0298  0.106
H: -2.1916 1.6790 -5.4419  0.107

Computed properties:
HOMO level (alpha / beta), eV: -2.23 / -4.22
Total energy, hartree: -3778.81227
2S+1: 3
Orbital gap (alpha / beta), eV: 3.696 / 5.684
ΔE to the lowest compared entry with this formula, charge and spin, kcal/mol: 30.2
Expectation value of S²: 2.025
Net charge: -1

---

Entry 2:
The following is a DFT calculation (ωB97M-V with the def2-TZVPD basis set) of a molecular structure, C17H30IrNO2P2Te at a distorted geometry.

Last column: Löwdin charge in e.
Positions of all 54 atoms, in Å:
C: 4.1478 -1.4701 -0.4899  -0.064
C: 3.0515 -0.5463 -0.4024  -0.354
N: 1.8802 -1.0282 0.1739  -0.151
C: 1.7908 -2.2560 0.6865  -0.391
C: 2.9308 -3.0362 0.7940  -0.057
C: 4.1266 -2.6904 0.1620  -0.129
C: 3.0876 0.7874 -0.7857  -0.192
P: 1.6535 1.8307 -0.5948  0.636
Ir: 0.1696 0.1447 0.1122  0.494
P: -0.9631 -1.8401 0.6444  0.653
C: 0.4819 -2.6776 1.3019  -0.296
O: 4.3136 -0.4191 -4.7319  -0.137
O: -0.3829 1.5059 -5.3520  -0.084
H: 5.0211 -1.1529 -1.0674  0.103
H: 2.8703 -3.9241 1.4084  0.107
H: 5.0249 -3.3183 0.2491  0.097
C: 2.1245 2.8058 0.8719  -0.263
C: 1.3800 2.9559 -1.9977  -0.258
H: 0.3215 -3.7481 1.2259  0.089
H: 0.5156 -2.3812 2.3466  0.090
H: 3.8854 0.5256 -4.6943  0.078
H: 3.9661 1.1025 -1.3025  0.070
C: -2.2558 -1.6155 1.8551  -0.233
C: -1.5978 -2.9393 -0.6868  -0.249
H: -0.0035 -0.9709 -1.0640  -0.020
H: -1.0392 1.2759 -6.0168  0.029
H: -0.0194 0.5981 -5.1526  0.058
H: 3.5298 -0.9995 -4.9920  0.056
H: -0.4815 1.3709 1.0851  -0.176
H: -1.0899 -0.7489 -0.8217  -0.085
H: 3.0164 3.3653 0.5588  0.046
H: 1.3194 3.4781 1.1893  0.039
H: 2.3634 2.0785 1.6613  0.050
H: 2.3334 3.4151 -2.2898  0.049
H: 0.9630 2.4402 -2.8696  0.037
H: 0.6861 3.7424 -1.6873  0.030
H: -1.9227 -3.9015 -0.2894  0.047
H: -2.4480 -2.5051 -1.2300  0.049
H: -0.8372 -3.1283 -1.4531  0.052
H: -2.4441 -2.5762 2.3460  0.055
H: -1.9209 -0.8699 2.5831  0.052
H: -3.1761 -1.2509 1.3839  0.046
Te: -1.7642 1.9113 -0.3527  0.888
C: -3.1029 1.7255 1.2598  -0.656
C: -2.6696 2.1593 2.5223  -0.185
C: -3.4857 1.9403 3.6217  -0.093
C: -4.7597 1.3447 3.4459  -0.087
C: -5.1820 0.9602 2.1590  -0.110
C: -4.3619 1.1416 1.0597  -0.194
H: -1.6765 2.6025 2.6280  0.079
H: -3.1449 2.2415 4.6084  0.099
H: -5.3958 1.2060 4.3027  0.088
H: -6.1764 0.5175 2.0344  0.103
H: -4.6532 0.8217 0.0436  0.093

Computed properties:
HOMO level (alpha / beta), eV: -4.08 / -7.02
Total energy, hartree: -1925.77275
2S+1: 5
Orbital gap (alpha / beta), eV: 4.202 / 5.741
ΔE to the lowest compared entry with this formula, charge and spin, kcal/mol: 28.6
Expectation value of S²: 6.043

---

Entry 3:
The following is a DFT calculation (ωB97M-V with the def2-TZVPD basis set) of a single C7H16O2Si molecule at a distorted geometry.

Last column: Löwdin charge in e.
Positions of all 26 atoms, in Å:
C: 2.2007 2.7396 0.9493  -0.090
C: 1.2262 1.6738 1.4259  -0.173
C: 1.3742 0.4448 0.5985  -0.424
O: 1.7777 0.4955 -0.5392  0.093
C: 0.9469 -0.8532 1.2285  -0.171
O: -0.4645 -1.0010 1.0201  -0.202
Si: -1.1360 -0.9998 -0.5368  0.460
C: -2.7059 -2.0366 -0.3615  -0.162
C: 0.0520 -1.8552 -1.6994  -0.150
C: -1.5648 0.7677 -1.0389  -0.142
H: 3.2300 2.4247 1.0542  0.078
H: 2.0795 3.6813 1.4879  0.076
H: 2.0416 2.9083 -0.0994  0.067
H: 0.1695 1.9969 1.3179  0.134
H: 1.3820 1.3990 2.4871  0.124
H: 1.4472 -1.6975 0.7806  0.107
H: 1.1741 -0.8921 2.2763  0.116
H: -3.3105 -1.7518 -1.2249  0.025
H: -3.2476 -1.7157 0.5228  0.024
H: -2.6665 -3.1228 -0.3373  0.030
H: -0.3708 -2.5481 -2.4221  0.031
H: 0.8292 -2.3776 -1.1354  0.031
H: 0.4673 -1.0634 -2.3264  0.031
H: -2.3486 1.1831 -0.4062  0.037
H: -0.6905 1.4029 -0.9474  0.015
H: -1.8922 0.7968 -2.0744  0.034

Computed properties:
HOMO level, eV: -9.54
Total energy, hartree: -716.34033
SMILES string: CCC(=O)CO[Si](C)(C)C
Orbital gap, eV: 10.410
ΔE to the lowest compared entry with this formula, charge and spin, kcal/mol: 1.6

---

Entry 4:
The following is a DFT calculation (ωB97M-V with the def2-TZVPD basis set) of a single C11H17N5O4 molecule at a distorted geometry.

Last column: Löwdin charge in e.
Positions of all 37 atoms, in Å:
N: 1.1698 -0.9859 -2.4836  0.144
C: -0.1743 -0.9190 -2.4956  -0.578
O: -0.7441 -0.7473 -3.5476  0.048
C: -0.9795 -1.3940 -1.2854  -0.105
C: -2.2586 -0.5993 -0.9459  -0.127
C: -1.9873 0.9231 -0.8847  -0.212
N: -0.6662 1.1696 -0.3715  0.106
C: -0.2245 0.6202 0.7957  -0.473
O: -0.7902 -0.0724 1.6101  0.104
C: 1.0490 1.2999 1.2473  -0.373
N: 0.6830 2.4280 2.0738  0.076
C: 1.8481 0.3877 2.1164  -0.117
C: 2.2792 -0.8194 1.3185  -0.251
C: 2.8588 -1.8298 2.0364  -0.044
N: 3.3436 -2.7032 1.0689  0.044
C: 3.0123 -2.2361 -0.1476  -0.170
N: 2.3744 -1.0693 -0.0721  0.088
C: -2.9696 1.8294 -0.1268  -0.456
O: -2.6439 2.7934 0.4700  0.147
O: -4.3112 1.4856 -0.2015  0.088
H: 1.4943 -0.4768 -3.3136  0.116
H: 1.6520 -0.6283 -1.6317  0.047
H: -0.3177 -1.5298 -0.3843  0.109
H: -1.2577 -2.4100 -1.4675  0.113
H: -3.0476 -0.8252 -1.6710  0.119
H: -2.6368 -0.9494 0.0503  0.130
H: -1.9658 1.3277 -1.9245  0.175
H: -0.3120 2.1077 -0.5057  0.153
H: 1.5840 1.6193 0.3871  0.135
H: -0.2029 2.2766 2.5370  0.088
H: 0.6337 3.3219 1.5716  0.090
H: 1.2068 0.0372 2.9612  0.137
H: 2.7249 0.9940 2.4715  0.140
H: 2.8554 -2.0732 3.0896  0.125
H: 3.5377 -3.6581 1.3319  0.150
H: 3.3106 -2.7769 -1.0018  0.115
H: -4.3970 0.5188 -0.4250  0.117

Computed properties:
HOMO level, eV: -9.08
Total energy, hartree: -1004.14091
SMILES string: NC(=O)CC[C@H](NC(=O)[C@@H](N)Cc1c[nH]cn1)C(=O)O
Orbital gap, eV: 9.654
ΔE to the lowest compared entry with this formula, charge and spin, kcal/mol: 39.4